Entry 1:
{"formula": "C41H49ClLuN6O2PS2", "method": "ωB97M-V/def2-TZVPD", "homo_ha": -0.2670, "e_lumo_ev": -0.1, "largest_force_ev_per_a": 4.27, "gap_ev": 7.193, "e_tot_ev": -133451.40294, "de_lowest_kj_mol": 34.3, "species": ["Lu", "Cl", "S", "S", "P", "O", "O", "N", "N", "N", "N", "N", "N", "C", "C", "C", "C", "C", "C", "C", "C", "C", "C", "C", "C", "C", "C", "C", "C", "C", "C", "C", "C", "C", "C", "C", "C", "C", "C", "C", "C", "C", "C", "C", "C", "C", "C", "C", "C", "C", "C", "C", "C", "C", "H", "H", "H", "H", "H", "H", "H", "H", "H", "H", "H", "H", "H", "H", "H", "H", "H", "H", "H", "H", "H", "H", "H", "H", "H", "H", "H", "H", "H", "H", "H", "H", "H", "H", "H", "H", "H", "H", "H", "H", "H", "H", "H", "H", "H", "H", "H", "H", "H"], "xyz": [[-3.211, 0.875, -0.445], [-3.153, -5.636, -4.380], [0.286, -0.331, 1.904], [-2.326, 0.883, -5.485], [4.684, -1.706, 2.517], [-4.219, -0.894, -1.151], [-1.523, -0.387, -1.273], [-4.105, 3.251, -0.862], [-2.480, 0.132, 1.488], [-1.415, 2.476, -0.147], [-6.570, -0.171, 1.967], [-5.393, 1.039, 0.490], [-0.594, 3.182, -3.069], [-3.761, 4.344, 0.000], [5.949, -3.066, 1.771], [1.661, 1.806, -3.879], [0.643, 3.585, -2.642], [-2.067, 1.499, -3.871], [-0.683, 1.956, -3.645], [-2.440, -3.332, -3.249], [5.067, 1.262, -0.142], [-3.963, -1.877, -1.943], [6.621, 0.323, 1.969], [-3.982, 0.796, -5.036], [5.443, -3.275, 0.277], [-4.637, -4.120, -2.645], [-5.392, 0.407, 1.674], [5.375, -0.226, 1.751], [-7.436, 0.027, 0.887], [7.198, 1.240, 1.039], [-6.724, 0.867, -0.004], [5.100, 0.146, 4.711], [6.440, 1.638, -0.066], [-8.528, 0.814, -1.566], [-4.341, 1.172, -3.781], [7.487, -2.673, 1.767], [0.457, 1.221, -4.142], [-1.283, -0.062, 1.678], [-1.458, -1.350, -2.093], [-4.969, -2.850, -2.199], [6.506, -1.975, 4.893], [1.780, 2.868, -2.991], [5.695, -4.408, 2.420], [3.964, -2.136, 5.178], [-8.707, -0.442, 0.522], [-3.170, 1.447, -3.020], [4.565, 0.324, 0.733], [-1.423, 3.657, 0.717], [-2.290, 4.711, 0.060], [5.145, -1.397, 4.417], [-3.429, -4.240, -3.373], [-9.147, -0.140, -0.751], [-7.217, 1.274, -1.276], [-2.608, -2.164, -2.427], [-3.646, 3.345, -1.756], [-1.962, 4.839, -0.964], [2.559, 1.327, -4.324], [-5.299, -4.933, -2.605], [0.340, 0.359, -4.818], [6.013, 0.647, 4.378], [-1.413, -3.536, -3.636], [6.136, -3.975, -0.255], [7.205, -0.073, 2.765], [-4.494, 0.371, 2.251], [-5.956, -2.569, -1.880], [-0.416, 4.088, 0.733], [-5.354, 1.235, -3.364], [2.767, 3.210, -2.683], [5.500, -5.124, 1.667], [-2.341, 5.647, 0.600], [6.527, -2.011, 5.975], [-1.198, 2.784, -1.140], [4.722, -4.483, 2.867], [-1.779, 3.523, 1.749], [-0.598, 1.869, 0.052], [4.444, 1.562, -0.970], [8.228, 1.494, 1.216], [4.282, 0.639, 4.119], [6.827, 2.265, -0.846], [-0.401, -1.600, -2.541], [7.952, -3.612, 1.390], [-9.442, -0.969, 1.187], [-6.660, 1.942, -1.983], [-4.654, 0.336, -5.767], [7.551, -1.863, 1.035], [6.654, -2.993, 4.426], [3.529, -0.107, 0.582], [6.449, -4.712, 3.187], [7.917, -2.372, 2.685], [-6.827, -0.728, 2.819], [7.371, -1.314, 4.583], [3.069, -1.514, 4.966], [5.026, 0.262, 5.772], [3.764, -3.171, 4.870], [-4.336, 5.209, -0.277], [0.757, 4.407, -1.906], [-10.015, -0.592, -1.241], [-4.116, 4.131, 1.055], [4.102, -2.120, 6.256], [5.568, -2.290, -0.274], [-5.123, 3.168, -1.019], [4.364, -3.585, 0.238], [-9.014, 1.227, -2.451]]}

=====

Entry 2:
{"formula": "C11H18N3O", "method": "ωB97M-V/def2-TZVPD", "homo_ha": -0.4375, "e_lumo_ev": -4.5, "largest_force_ev_per_a": 4.38, "smiles": "CCCC/C=C(O)/[NH+]=c1/ncccn1C", "gap_ev": 7.392, "total_charge": 1, "e_tot_ev": -18207.45228, "de_lowest_kj_mol": 156.0, "species": ["O", "N", "N", "N", "C", "C", "C", "C", "C", "C", "C", "C", "C", "C", "C", "H", "H", "H", "H", "H", "H", "H", "H", "H", "H", "H", "H", "H", "H", "H", "H", "H", "H"], "xyz": [[0.774, 0.774, -1.345], [1.850, -1.327, -0.900], [3.939, -0.189, -1.379], [3.440, -1.316, 0.663], [-0.604, -0.934, -0.445], [4.066, -0.386, -2.827], [0.564, -0.444, -0.903], [-2.398, 0.119, 0.919], [4.928, 0.425, -0.744], [-1.784, -0.010, -0.473], [-3.852, 0.528, 0.955], [4.537, -0.836, 1.270], [3.108, -0.959, -0.575], [5.146, 0.264, 0.588], [-4.441, 0.519, 2.350], [-1.889, 0.823, 1.598], [4.724, -1.307, -3.041], [-3.699, 0.837, 3.081], [1.471, -2.028, -0.343], [5.418, 1.091, -1.285], [0.057, 1.026, -1.917], [-2.474, -0.530, -1.109], [4.918, -1.141, 2.221], [5.859, 0.882, 1.070], [-1.445, 1.036, -0.794], [-5.261, 1.343, 2.552], [3.015, -0.595, -3.265], [4.591, 0.577, -3.186], [-2.211, -0.815, 1.340], [-4.502, -0.253, 0.438], [-4.812, -0.465, 2.815], [-3.879, 1.529, 0.575], [-0.832, -1.918, -0.224]]}

=====

Entry 3:
{"formula": "C2H5N3O2S", "method": "ωB97M-V/def2-TZVPD", "homo_ha": -0.3376, "e_lumo_ev": -0.5, "largest_force_ev_per_a": 3.69, "smiles": "N/N=C(/NO)C(O)=S", "gap_ev": 8.733, "e_tot_ev": -21551.74208, "de_lowest_kj_mol": 402.5, "species": ["S", "O", "O", "N", "N", "N", "C", "C", "H", "H", "H", "H", "H"], "xyz": [[-2.835, -1.029, 0.140], [-1.744, 1.244, -0.351], [1.557, -2.149, -0.104], [0.996, 0.361, 0.061], [0.660, 1.711, 0.195], [0.197, -1.784, -0.103], [-0.010, -0.488, -0.011], [-1.566, -0.083, -0.288], [2.075, -1.263, -0.265], [-0.895, 1.714, -0.103], [1.230, 2.258, -0.537], [0.954, 1.938, 1.136], [-0.619, -2.430, 0.228]]}

=====

Entry 4:
{"formula": "C4H10O3S", "method": "ωB97M-V/def2-TZVPD", "homo_ha": -0.3410, "e_lumo_ev": 0.6, "largest_force_ev_per_a": 1.32, "smiles": "O=C(O)CCCS.O", "gap_ev": 9.846, "e_tot_ev": -21288.38694, "de_lowest_kj_mol": 0.0, "species": ["S", "O", "O", "O", "C", "C", "C", "C", "H", "H", "H", "H", "H", "H", "H", "H", "H", "H"], "xyz": [[1.204, -0.422, -3.328], [-0.882, -0.134, 2.360], [1.275, -0.631, 2.470], [-2.806, 0.766, 0.545], [0.578, 0.677, 0.616], [0.849, -0.300, -0.556], [0.306, 0.181, -1.882], [0.225, -0.038, 1.876], [0.362, -1.241, -0.283], [0.300, 1.274, -1.938], [0.989, -0.981, 3.326], [1.918, -0.511, -0.578], [-0.734, 0.014, -1.985], [-0.319, 1.263, 0.400], [0.830, -1.708, -3.241], [1.431, 1.336, 0.772], [-3.304, 0.032, 0.183], [-2.224, 0.423, 1.243]]}

=====

Entry 5:
{"formula": "C25H63N4NaO9Pb", "method": "ωB97M-V/def2-TZVPD", "homo_ha": -0.3732, "e_lumo_ev": -9.1, "largest_force_ev_per_a": 4.69, "gap_ev": 1.007, "total_charge": 2, "e_tot_ev": -60967.62243, "species": ["Pb", "Na", "O", "O", "O", "O", "O", "O", "O", "O", "O", "N", "N", "N", "N", "C", "C", "C", "C", "C", "C", "C", "C", "C", "C", "C", "C", "C", "C", "C", "C", "C", "C", "C", "C", "C", "C", "C", "C", "C", "H", "H", "H", "H", "H", "H", "H", "H", "H", "H", "H", "H", "H", "H", "H", "H", "H", "H", "H", "H", "H", "H", "H", "H", "H", "H", "H", "H", "H", "H", "H", "H", "H", "H", "H", "H", "H", "H", "H", "H", "H", "H", "H", "H", "H", "H", "H", "H", "H", "H", "H", "H", "H", "H", "H", "H", "H", "H", "H", "H", "H", "H", "H"], "xyz": [[3.376, 1.180, -8.636], [7.040, 5.501, -5.335], [6.164, -1.213, 5.458], [3.502, 2.165, -3.629], [0.087, 1.634, -8.630], [-2.514, 7.386, 1.338], [-3.850, -3.574, 3.299], [2.788, -1.989, -7.827], [-8.250, -5.474, 4.292], [-7.216, 5.889, 1.556], [11.897, -1.647, 3.674], [8.890, -1.185, 4.571], [-5.637, -6.038, 3.221], [-4.479, 5.580, 2.387], [0.310, -1.242, -7.692], [-2.941, 8.757, 1.603], [-0.992, 0.932, -8.065], [-7.845, -5.186, 2.910], [-5.319, 4.404, 2.365], [5.077, -2.157, 5.346], [-7.848, 7.047, 2.171], [-6.801, 4.885, 2.508], [0.505, -2.469, -8.449], [1.918, -3.011, -8.199], [6.520, -0.631, 4.134], [-4.214, -5.995, 2.861], [-3.453, -4.913, 3.671], [-2.230, 6.497, 2.316], [-0.842, -0.587, -8.401], [10.824, -1.169, 2.905], [9.403, -1.725, 3.285], [4.136, -2.368, -7.458], [-3.076, 5.247, 2.119], [-3.276, -3.284, 1.986], [2.961, 1.822, -2.359], [-6.313, -4.933, 2.672], [-0.419, 2.694, -9.518], [7.945, -0.129, 4.369], [12.834, -0.683, 4.094], [-9.503, -6.057, 4.394], [-6.104, -4.757, 1.617], [1.854, -3.779, -7.428], [-5.706, -5.960, 4.225], [8.663, -1.622, 2.492], [-4.178, -5.815, 1.786], [-3.790, -2.413, 1.578], [-0.846, 3.467, -8.879], [-2.782, 9.397, 0.735], [0.344, 3.293, -10.015], [4.802, -2.769, -8.221], [-3.474, -3.960, 1.154], [13.587, -0.995, 4.817], [8.007, 0.365, 5.339], [2.364, 2.555, -1.817], [9.585, -2.800, 3.268], [0.526, -2.240, -9.514], [-2.598, 4.537, 2.794], [5.257, -3.048, 4.744], [-2.914, 4.837, 1.122], [-9.529, -7.085, 4.033], [8.602, -1.896, 5.228], [-1.954, 1.332, -8.386], [12.318, 0.191, 4.492], [-4.779, 6.380, 1.848], [-0.792, -0.627, -9.489], [-6.060, -4.083, 3.306], [4.631, -2.450, 6.297], [-2.221, -3.018, 1.912], [-8.150, -6.075, 2.358], [2.187, 1.055, -2.409], [2.276, -3.501, -9.104], [4.086, -3.160, -6.710], [4.140, -1.723, 4.999], [-8.129, 7.846, 1.485], [10.801, -0.090, 3.058], [-1.115, 1.123, -6.999], [3.659, 1.379, -1.648], [-5.026, 3.728, 3.169], [-3.911, 8.949, 2.062], [-1.749, -1.070, -8.039], [-2.237, 9.206, 2.304], [-7.290, 7.506, 2.986], [-7.321, 3.946, 2.316], [-1.028, 2.272, -10.318], [-3.698, -6.940, 3.033], [-1.174, 6.231, 2.257], [-3.661, -5.080, 4.728], [-2.381, -4.943, 3.479], [4.764, -1.625, -6.967], [-2.434, 6.996, 3.263], [-10.273, -5.417, 3.962], [8.258, 0.681, 3.710], [-6.898, 5.153, 3.560], [-5.096, 3.826, 1.468], [5.864, 0.136, 3.721], [13.352, -0.312, 3.210], [6.583, -1.518, 3.505], [-8.826, 6.831, 2.601], [-9.780, -6.011, 5.447], [0.048, -1.536, -6.763], [-0.328, -3.161, -8.325], [-8.314, -4.333, 2.420], [10.835, -1.367, 1.833]]}